DFT (ωB97M-V with the def2-TZVPD basis set) results for C7H11N in the gas phase.

Structure (XYZ):
```
19
Properties=species:S:1:pos:R:3:lowdin_charge:R:1
C 0.84 -0.35 -1.68 -0.12
C 1.32 -1.31 -0.54 -0.15
C 1.06 -0.58 0.82 -0.13
C -0.27 0.12 1.41 -0.19
C -1.59 0.91 -0.43 -0.12
C -0.22 0.31 -0.77 -0.28
C 0.60 0.78 0.42 -0.21
H 1.65 0.29 -2.05 0.10
H 0.40 -0.90 -2.54 0.11
H 0.84 -2.29 -0.64 0.10
H 2.39 -1.52 -0.64 0.10
H 1.81 -0.74 1.59 0.12
H -0.16 0.27 2.48 0.13
H -2.15 0.77 1.56 0.09
H -2.44 0.54 -1.04 0.11
H -1.65 2.00 -0.30 0.11
H -0.63 -0.66 -0.49 0.11
H 1.15 1.74 0.42 0.15
N -1.66 0.18 0.90 -0.04
```

The value obtained for the energy relative to the best compared isomer or geometry (same formula, charge and spin) is 440.1 kJ/mol. For the HOMO energy, the calculation gives -8.489 eV. The multiplicity is 1. As for the SMILES: C1C[C@@H]2[C@@H]3NC[C@@H]1[C@H]23. For the HOMO-LUMO gap, the calculation gives 9.617 eV. The max |F| comes out at 0.95 eV/A. For the electronic energy, the calculation gives -327.92035 Ha.

DFT (ωB97M-V with the def2-TZVPD basis set) results for C7H11N in the gas phase at a distorted geometry.

Structure (XYZ):
```
19
Properties=species:S:1:pos:R:3:lowdin_charge:R:1
C -0.51 1.68 1.47 -0.27
C -1.52 0.99 0.89 -0.31
C -1.15 0.29 -0.34 -0.08
C 0.14 0.22 -0.40 -0.22
C 0.81 1.12 0.76 -0.06
C 1.06 -0.76 -1.02 -0.27
C 0.71 -2.08 -1.93 -0.14
H -0.63 2.60 1.13 0.05
H -0.44 2.02 2.57 0.16
H -1.77 0.07 1.51 0.14
H -2.60 1.65 0.92 0.18
H -1.93 0.09 -1.10 0.13
H 1.19 0.46 1.62 0.12
H 1.51 1.91 0.36 0.12
H 2.25 -0.52 -1.29 0.18
H 1.56 -2.52 -2.58 0.10
H -0.32 -2.42 -2.09 0.08
H 0.37 -2.66 0.04 0.16
N 1.28 -2.14 -0.51 -0.09
```

The value obtained for the energy relative to the best compared isomer or geometry (same formula, charge and spin) is 586.9 kJ/mol. For the HOMO energy, the calculation gives -8.674 eV. The multiplicity is 1. As for the SMILES: C1=C([C@@H]2CN2)CCC1. For the HOMO-LUMO gap, the calculation gives 9.684 eV. The max |F| comes out at 10.56 eV/A. For the electronic energy, the calculation gives -327.86443 Ha.

DFT (ωB97M-V with the def2-TZVPD basis set) results for a 2-piece molecular cluster, C7H11N2 overall at a distorted geometry.

Structure (XYZ):
```
20
Properties=species:S:1:pos:R:3:lowdin_charge:R:1
C 2.31 -1.41 -0.03 0.01
C -3.58 -0.98 0.17 0.01
C -2.98 0.24 0.30 -0.27
C 1.55 1.29 0.95 -0.03
C 2.25 0.88 -0.38 -0.11
C 0.86 0.29 0.11 -0.10
C -2.32 0.74 -0.80 -0.01
N 3.03 -0.35 -0.45 0.14
N 1.07 -1.03 0.35 0.13
H 2.80 -2.33 -0.08 0.15
H -4.44 -1.31 0.79 0.07
H -3.27 -1.79 -0.60 0.09
H -3.23 0.79 1.11 0.06
H 2.05 0.89 1.94 0.16
H 1.37 2.37 1.02 0.12
H 2.33 1.75 -0.95 0.13
H -2.23 0.37 -1.81 0.05
H -1.81 1.75 -0.95 0.07
H 3.75 -0.34 -1.12 0.16
H 0.49 -1.83 0.43 0.16
```

The value obtained for the energy relative to the best compared isomer or geometry (same formula, charge and spin) is 705.8 kJ/mol. For the HOMO energy (alpha / beta), the calculation gives -10.489 / -12.781 eV. The multiplicity is 1. The charge is +1. For the HOMO-LUMO gap (alpha / beta), the calculation gives 5.521 / 8.796 eV. The max |F| comes out at 4.57 eV/A. For the electronic energy, the calculation gives -382.35478 Ha.

DFT (ωB97M-V with the def2-TZVPD basis set) results for a 2-piece molecular cluster, C7H11N2O2 overall at a distorted geometry.

Structure (XYZ):
```
22
Properties=species:S:1:pos:R:3:lowdin_charge:R:1
C -0.66 1.22 -2.15 -0.19
C -1.51 0.95 -0.93 -0.12
C 0.70 1.88 -1.67 -0.75
O 0.60 2.96 -1.08 -0.06
O 1.72 1.17 -1.92 -0.13
H -0.34 0.27 -2.59 0.08
H -1.00 1.85 -2.97 0.09
H -1.10 0.14 -0.32 0.05
H -2.55 0.69 -1.18 0.05
H -1.50 1.85 -0.31 0.07
C -0.96 -1.80 2.22 -0.07
C 1.58 0.31 1.05 -0.17
C 0.33 -1.28 1.72 -0.42
C 1.01 -1.74 0.64 -0.12
N 0.72 0.00 2.00 0.09
N 1.92 -0.80 0.21 0.07
H 2.09 1.24 0.94 0.11
H 2.17 -0.50 -0.74 0.12
H 0.92 -2.69 0.14 0.10
H -1.74 -1.21 1.73 0.07
H -1.11 -1.68 3.30 0.07
H -1.27 -2.82 1.94 0.07
```

The value obtained for the energy relative to the best compared isomer or geometry (same formula, charge and spin) is 72.6 kJ/mol. For the HOMO energy, the calculation gives -4.303 eV. The multiplicity is 1. The charge is -1. For the HOMO-LUMO gap, the calculation gives 7.942 eV. The max |F| comes out at 3.52 eV/A. For the electronic energy, the calculation gives -533.38734 Ha.

DFT (ωB97M-V with the def2-TZVPD basis set) results for an isolated ion of composition C7H11N2S and charge +1 at a distorted geometry.

Structure (XYZ):
```
21
Properties=species:S:1:pos:R:3:lowdin_charge:R:1
C 1.00 1.27 -0.41 -0.23
C 1.01 1.06 1.05 -0.13
C 1.60 0.22 -1.23 -0.22
C -0.37 1.19 0.35 -0.13
C 2.76 -0.40 -0.97 -0.49
C -1.01 -1.14 0.18 -0.07
C -1.35 0.16 0.31 -0.25
N -2.66 0.52 0.44 0.20
N -1.72 -2.19 -0.30 0.16
S 3.50 -0.22 0.65 0.74
H 1.44 2.27 -0.83 0.20
H 1.08 1.81 1.75 0.09
H 1.17 0.08 -2.22 0.12
H -0.78 2.18 0.46 0.15
H 3.23 -1.13 -1.68 0.09
H -0.02 -1.37 -0.13 0.12
H -3.29 -0.28 0.53 0.12
H -3.03 1.40 0.87 0.17
H 1.27 0.11 1.53 0.08
H -2.67 -2.43 -0.05 0.12
H -1.15 -3.08 -0.29 0.16
```

The value obtained for the energy relative to the best compared isomer or geometry (same formula, charge and spin) is 0.0 kJ/mol. For the HOMO energy (alpha / beta), the calculation gives -11.978 / -11.659 eV. As for the expectation value of S²: 2.01. The multiplicity is 3. The charge is +1. For the HOMO-LUMO gap (alpha / beta), the calculation gives 8.873 / 5.760 eV. The max |F| comes out at 4.00 eV/A. For the electronic energy, the calculation gives -780.63341 Ha.

DFT (ωB97M-V with the def2-TZVPD basis set) results for C7H11N3 in the gas phase at a distorted geometry.

Structure (XYZ):
```
21
Properties=species:S:1:pos:R:3:lowdin_charge:R:1
C 0.01 0.14 0.24 0.07
C -0.72 1.21 -0.02 -0.38
C -1.96 -1.15 0.26 -0.29
C 2.65 -0.13 0.19 -0.10
C 2.05 -1.29 -0.54 -0.13
C 1.20 -0.59 0.53 -0.29
C -0.20 2.63 -0.31 -0.02
N -2.73 -0.19 0.06 0.00
N -2.07 1.12 0.04 -0.05
N -2.24 -2.43 0.40 0.06
H 3.37 -0.33 0.99 0.10
H 2.86 0.74 -0.40 0.09
H 1.85 -1.15 -1.58 0.09
H 2.45 -2.31 -0.29 0.11
H 0.92 -1.15 1.41 0.12
H -0.37 2.74 -1.37 0.07
H -0.68 3.45 0.20 0.07
H 0.86 2.73 -0.07 0.07
H -2.75 1.90 -0.36 0.19
H -1.39 -2.98 0.26 0.09
H -3.14 -2.96 0.36 0.12
```

The value obtained for the energy relative to the best compared isomer or geometry (same formula, charge and spin) is 447.7 kJ/mol. For the HOMO energy, the calculation gives -7.221 eV. The multiplicity is 1. For the HOMO-LUMO gap, the calculation gives 7.967 eV. The max |F| comes out at 4.66 eV/A. For the electronic energy, the calculation gives -437.39221 Ha.

DFT (ωB97M-V with the def2-TZVPD basis set) results for a 2-piece molecular cluster, C7H11N3 overall at a distorted geometry.

Structure (XYZ):
```
21
Properties=species:S:1:pos:R:3:lowdin_charge:R:1
C 0.28 2.32 0.39 -0.31
C -0.41 -2.16 -2.02 -0.08
C -1.03 -1.18 -1.44 0.03
C 0.66 -0.16 2.43 -0.12
C -0.76 -0.27 1.94 -0.12
C 0.33 -0.67 1.01 -0.36
C 0.38 1.46 -1.83 -0.03
N 0.12 3.33 0.92 0.16
N 0.47 1.26 -0.37 -0.18
N 0.74 -0.05 -0.16 0.06
H -0.87 -2.89 -2.57 0.02
H 0.66 -2.22 -1.92 0.06
H -1.89 -0.63 -1.13 0.05
H 1.09 0.75 2.71 0.06
H 1.01 -0.83 3.33 0.13
H -1.10 -1.16 2.42 0.09
H -1.26 0.64 1.94 0.08
H 0.41 -1.87 0.87 0.18
H -0.56 1.03 -2.24 0.07
H 0.45 2.49 -2.06 0.07
H 1.29 0.80 -2.22 0.14
```

The value obtained for the energy relative to the best compared isomer or geometry (same formula, charge and spin) is 711.2 kJ/mol. For the HOMO energy (alpha / beta), the calculation gives -7.988 / -8.019 eV. The multiplicity is 1. For the HOMO-LUMO gap (alpha / beta), the calculation gives 7.750 / 8.510 eV. The max |F| comes out at 3.39 eV/A. For the electronic energy, the calculation gives -437.29185 Ha.

DFT (ωB97M-V with the def2-TZVPD basis set) results for C7H11N3O in the gas phase at a distorted geometry.

Structure (XYZ):
```
22
Properties=species:S:1:pos:R:3:lowdin_charge:R:1
C 3.32 -0.46 -0.69 -0.21
C 2.20 -0.13 1.03 -0.13
C -0.19 1.74 -1.11 0.14
C 0.19 0.77 -0.08 -0.20
C -2.04 -1.10 -0.67 -0.09
C -1.38 -1.01 0.70 -0.18
C -0.80 0.39 1.00 -0.37
N 3.37 -0.56 0.65 0.08
N 2.19 0.01 -1.15 0.11
N 1.46 0.23 -0.05 -0.09
O -1.81 1.34 1.18 -0.01
H 4.13 -0.75 -1.32 0.10
H 1.87 -0.03 2.04 0.12
H 0.53 1.96 -1.87 0.04
H -1.16 2.17 -1.14 0.04
H -1.35 -0.81 -1.46 0.07
H -2.92 -0.47 -0.73 0.07
H -2.36 -2.13 -0.86 0.07
H -0.57 -1.74 0.76 0.11
H -2.11 -1.23 1.48 0.12
H -0.29 0.35 1.97 0.14
H -2.28 1.46 0.35 0.08
```

The value obtained for the energy relative to the best compared isomer or geometry (same formula, charge and spin) is 174.8 kJ/mol. For the HOMO energy, the calculation gives -9.043 eV. The multiplicity is 1. As for the SMILES: C=C([C@@H](O)CC)n1cncn1. For the HOMO-LUMO gap, the calculation gives 9.567 eV. The max |F| comes out at 6.75 eV/A. For the electronic energy, the calculation gives -512.79119 Ha.